(1)
13
Properties=species:S:1:pos:R:3 method="wB97M-V/def2-TZVPD" gap_ha=0.348 e_homo_ha=-0.33597
C 0.43312 -0.74773 1.45145
C -1.08852 0.28345 -1.33934
C 0.73838 0.50982 -0.56395
H -1.52223 -0.57794 1.59330
H 1.51971 -0.61478 1.68522
H -1.47930 -1.43896 -0.24559
H -1.89657 0.41386 -2.06274
H 2.33119 1.38742 0.86240
N -0.54877 -1.20417 2.21870
N 0.11464 -0.41193 0.24931
N -1.23007 -0.39908 -0.22691
N -0.01581 0.84687 -1.79754
N 1.75849 1.24790 -0.31805


(2)
15
Properties=species:S:1:pos:R:3 method="wB97M-V/def2-TZVPD" gap_ha=0.383 e_homo_ha=-0.35420 smiles="O=C1CC(CO)C1"
O -0.41028 0.24459 -2.60026
C 0.29951 0.61162 -1.43089
C -0.22533 -0.13323 -0.19473
C -0.80138 0.64725 1.02218
C -0.06814 -0.34504 1.92247
O -0.16092 -0.64434 3.08157
C 0.74748 -0.89355 0.75170
H -0.20855 -0.68133 -2.78572
H 1.38118 0.44382 -1.55774
H 0.14810 1.69098 -1.33297
H -0.98940 -0.81722 -0.57380
H -0.39091 1.65871 1.13789
H -1.88891 0.69063 1.13108
H 1.76854 -0.48951 0.75955
H 0.79900 -1.98337 0.66965


(3)
53
Properties=species:S:1:pos:R:3 method="wB97M-V/def2-TZVPD" gap_ha=0.217 e_homo_ha=-0.25116
Ir 0.16139 -0.22175 -0.03052
Se 2.47644 2.60114 -0.25865
Se 2.37393 0.31510 -0.68677
C 2.76230 -0.37715 1.08457
C 3.98013 -0.48748 1.71542
C 3.98987 -1.05987 2.98224
C 2.79826 -1.49161 3.54080
C 1.62089 -1.33631 2.82371
N 1.60347 -0.78183 1.61481
C 0.73812 2.82046 0.56301
C 0.42373 4.12354 0.81685
C -0.90346 4.36852 1.32209
C -1.68692 3.35262 1.70399
C -1.14057 1.95170 1.73327
N 0.00195 1.74156 0.83662
H 4.88429 -0.13899 1.23642
H 4.92048 -1.17139 3.52233
H 2.77140 -1.94474 4.52137
H 0.66922 -1.66107 3.22687
H 1.07742 4.93209 0.52579
H -1.28272 5.38328 1.33534
H -2.71468 3.50759 2.00649
H -1.93093 1.26751 1.41864
Br 0.09170 -6.58310 -2.37810
C 0.14282 -4.79238 -1.75532
C 1.24750 -4.34109 -1.05415
C 1.27142 -3.03245 -0.59158
C 0.22360 -2.12655 -0.81538
C -0.86209 -2.63140 -1.55053
C -0.91787 -3.94437 -2.00846
H 2.07956 -5.00680 -0.86590
H 2.15131 -2.72807 -0.03382
H -1.68677 -1.97446 -1.81347
H -1.77317 -4.29367 -2.57160
I -2.31967 0.73115 4.29596
C -0.69042 1.52120 3.14239
H 0.01824 0.70133 3.07394
H -0.25273 2.34100 3.70652
N -3.36102 2.40300 -6.01217
C -2.81411 1.99071 -5.08856
C -2.13229 1.47420 -3.93431
C -0.83322 0.98598 -4.04559
C -0.18688 0.48853 -2.92720
C -0.79620 0.45936 -1.66779
C -2.10241 0.95651 -1.58588
C -2.76523 1.45595 -2.69400
H -0.33800 0.99411 -5.00785
H 0.81272 0.08709 -3.05885
H -2.61873 0.96893 -0.63470
H -3.77259 1.84100 -2.60216
O -1.73364 -0.89796 0.77425
H -1.84660 -1.79430 0.41226
H -1.82922 -0.94636 1.73737


(4)
38
Properties=species:S:1:pos:R:3 method="wB97M-V/def2-TZVPD" gap_ha="0.303 / 0.212" e_homo_ha="-0.55449 / -0.57551" spin_multiplicity=3 charge=+2
Pt 1.26660 -0.30767 0.25377
O -1.34740 -1.06195 -0.90636
C -2.19885 -0.24370 -1.27552
O -0.39555 2.52306 -0.96782
C -1.51332 2.20318 -0.58439
O -2.19005 3.25558 0.01617
N -2.43468 1.07232 -0.75410
C -3.51738 2.93968 -0.02694
C -3.73669 1.65435 -0.75720
H -3.98158 3.79843 -0.49554
H -3.84669 2.81936 0.99987
H -4.08796 1.82902 -1.78708
H -4.46907 0.99695 -0.28787
C -3.11389 -0.80871 -2.23607
C -2.85897 -2.06261 -2.62709
H -3.91555 -0.17411 -2.53512
H -2.02062 -2.68915 -2.34468
H -3.54941 -2.52854 -3.31441
C 0.00453 -3.50223 0.23408
C 1.21633 -3.13344 0.90627
N 1.74626 -1.87168 0.95034
C 2.95000 -1.56416 1.67277
C 3.31811 -2.76587 2.16827
S 2.25636 -4.06293 1.75859
C 3.40229 -0.28869 1.67243
C 4.44557 0.40828 2.19260
S 4.48598 2.07615 1.74668
C 3.13546 1.94788 0.76976
N 2.67355 0.65096 0.87501
C 2.57404 2.95766 -0.08755
H 0.24819 -4.34548 -0.44107
H -0.72392 -3.88486 0.98071
H -0.53703 -2.77055 -0.38454
H 4.22820 -2.82162 2.75654
H 5.15008 -0.12498 2.83273
H 2.33505 3.85391 0.52183
H 3.33576 3.28931 -0.82973
H 1.66623 2.73686 -0.66534


In order of appearance, ΔE to the lowest compared entry with this formula, charge and spin = 594.1 131.6 89.6 447.9 kJ/mol.